{"formula": "C27H77N9O12", "method": "ωB97M-V/def2-TZVPD", "orbital_gap_ev": 7.9, "smiles": "CC1(C)CCCC(C)(C)N1O.NC(N)=O.NC(N)=O.NC(N)=O.NC(N)=O.CCO.CCO.CCO.CCO.CCO.CCO.CCO", "homo_ev": -7.648, "molar_mass_g_mol": 719.964, "elements": ["C", "C", "C", "C", "C", "C", "C", "C", "C", "N", "O", "H", "H", "H", "H", "H", "H", "H", "H", "H", "H", "H", "H", "H", "H", "H", "H", "H", "H", "H", "N", "C", "N", "O", "H", "H", "H", "H", "N", "C", "N", "O", "H", "H", "H", "H", "N", "C", "N", "O", "H", "H", "H", "H", "N", "C", "N", "O", "H", "H", "H", "H", "C", "C", "O", "H", "H", "H", "H", "H", "H", "C", "C", "O", "H", "H", "H", "H", "H", "H", "C", "C", "O", "H", "H", "H", "H", "H", "H", "C", "C", "O", "H", "H", "H", "H", "H", "H", "C", "C", "O", "H", "H", "H", "H", "H", "H", "C", "C", "O", "H", "H", "H", "H", "H", "H", "C", "C", "O", "H", "H", "H", "H", "H", "H"], "positions_angstrom": [[2.027547, 2.152106, 0.893867], [0.807857, 1.281339, 0.982730], [0.345711, 1.104471, 2.467737], [-0.370046, 2.164442, 0.343985], [-1.643151, 1.343711, -0.257052], [-1.255118, 0.068532, -0.989635], [-0.123768, -0.767864, -0.237575], [-0.777767, -1.519724, 1.040921], [0.363929, -1.932912, -1.095167], [1.038910, 0.036244, 0.223525], [2.104895, -0.717587, 0.667436], [2.383366, 2.484976, -0.081176], [1.879484, 3.069671, 1.463313], [2.883601, 1.612212, 1.298557], [0.197103, 2.075752, 2.939578], [-0.696254, 0.795464, 2.550932], [0.977848, 0.442793, 3.059928], [-0.772193, 2.761792, 1.162249], [0.106143, 2.683372, -0.487916], [-2.351176, 1.115096, 0.539537], [-2.057733, 2.130400, -0.887399], [-0.864582, 0.321315, -1.975370], [-2.183853, -0.352608, -1.374593], [-1.381634, -0.786525, 1.575579], [0.026952, -1.861076, 1.692069], [-1.477616, -2.326014, 0.821365], [1.125960, -2.574711, -0.653028], [0.697325, -1.592076, -2.075360], [-0.430897, -2.658585, -1.267621], [2.426497, -1.027786, -0.182232], [1.029350, 6.559124, -1.715093], [1.514884, 5.853000, -0.770282], [0.688428, 5.564044, 0.285622], [2.705960, 5.564229, -0.684149], [0.028250, 6.679323, -1.773781], [1.507958, 6.849345, -2.555813], [-0.291929, 5.802517, 0.239484], [1.063253, 5.073236, 1.084819], [6.074464, 2.846952, -1.274103], [5.198244, 2.358242, -2.036259], [4.794197, 1.113159, -1.727633], [4.722233, 3.024082, -2.953620], [6.537552, 2.246123, -0.607278], [6.341622, 3.798370, -1.482759], [4.023089, 0.570415, -2.089476], [5.364117, 0.792328, -0.957977], [4.800713, -2.511147, -2.995901], [4.187328, -2.576342, -1.894691], [4.590884, -3.707864, -1.280536], [3.385628, -1.681258, -1.622851], [4.452090, -1.937766, -3.750747], [5.325668, -3.346830, -3.210765], [5.444918, -4.142207, -1.600026], [4.357933, -3.514414, -0.316992], [6.391944, -1.208835, 2.339630], [5.877761, -0.474062, 1.443225], [5.060177, 0.376591, 2.000942], [6.099895, -0.521044, 0.253286], [6.182572, -1.029767, 3.311332], [6.948272, -2.004967, 2.062560], [4.548320, 0.959406, 1.354082], [4.789397, 0.405451, 2.973538], [-5.466628, 0.267666, -2.124888], [-6.183985, 0.976900, -3.231008], [-7.436973, 0.420305, -3.484713], [-4.504145, -0.156239, -2.411290], [-6.095743, -0.431468, -1.573950], [-5.212171, 1.130108, -1.508810], [-5.666689, 0.864845, -4.183874], [-6.285706, 2.049194, -3.063862], [-8.056796, 0.884846, -2.917600], [1.993441, 4.319654, 5.548457], [1.847702, 2.847364, 6.008164], [2.959899, 2.360515, 6.611762], [1.148716, 4.697104, 4.972186], [2.881665, 4.392502, 4.920884], [2.071252, 5.067631, 6.337485], [1.592054, 2.128387, 5.229820], [1.095799, 2.772485, 6.793753], [2.718566, 1.555906, 7.076471], [-5.595763, -4.742046, 1.886707], [-4.055481, -4.587852, 2.053091], [-3.572581, -5.430429, 3.080460], [-6.166354, -5.670267, 1.856257], [-5.942306, -4.227264, 0.990595], [-5.983518, -4.313711, 2.810975], [-3.829722, -3.530063, 2.188049], [-3.448458, -4.862128, 1.190320], [-3.694425, -4.963425, 3.910317], [-3.209258, -0.830069, -5.015346], [-2.036601, -1.744225, -4.668656], [-2.450468, -2.684068, -3.606851], [-3.074968, -0.216347, -5.906082], [-3.426184, -0.124886, -4.213002], [-4.056495, -1.452061, -5.304159], [-1.111837, -1.202567, -4.469878], [-1.723298, -2.314320, -5.543263], [-2.968006, -3.412480, -3.957789], [0.018660, 2.217931, -4.023695], [1.342295, 2.293211, -3.265097], [2.368314, 2.553817, -4.194284], [-0.393096, 3.018925, -4.637685], [-0.698594, 1.910478, -3.262695], [0.242992, 1.371088, -4.672245], [1.536599, 1.493223, -2.550693], [1.373480, 3.180507, -2.632788], [3.011488, 2.964656, -3.611939], [-5.178581, -0.893477, 0.853447], [-6.257463, -1.135545, 1.942316], [-7.586332, -0.771968, 1.480458], [-5.414968, -1.508991, -0.014521], [-4.229617, -1.110420, 1.343838], [-5.392553, 0.169158, 0.738846], [-5.970074, -0.587811, 2.839811], [-6.378727, -2.198809, 2.149345], [-7.652068, -1.084295, 0.575068], [0.460969, -4.861795, 2.279374], [1.795121, -4.288878, 2.837433], [2.476661, -3.526113, 1.890552], [0.759563, -5.248950, 1.305185], [-0.355775, -4.144674, 2.197177], [0.100868, -5.614861, 2.980323], [2.437017, -5.021920, 3.326032], [1.631519, -3.694434, 3.736304], [2.145256, -2.625205, 1.902429]], "atomic_forces_ev_per_a": [[1.24, 0.18, 0.53], [-1.90, 0.20, -0.08], [-0.23, 0.11, -0.22], [-0.31, -3.03, -0.63], [2.10, 1.19, 1.07], [1.47, 0.98, -0.46], [-1.72, -2.22, 1.86], [-0.08, 1.48, -0.56], [-0.26, -0.21, -0.80], [-2.55, 2.30, -1.76], [-0.14, -0.34, 1.07], [-0.60, -0.28, -0.40], [0.07, -0.07, 0.25], [-0.14, 0.16, 0.36], [0.98, 0.30, 0.15], [0.11, -0.75, -0.38], [0.03, 0.10, 0.07], [0.33, 0.57, -0.41], [-0.37, 0.49, 0.17], [-0.04, 0.10, 0.10], [-0.57, -0.46, -0.32], [0.77, 0.36, 0.03], [0.02, -1.37, 0.95], [0.10, -0.04, 0.25], [-0.11, -0.09, -0.01], [0.31, -0.19, -0.43], [0.24, 0.51, 0.22], [0.25, 0.01, -0.03], [-0.46, 0.37, -0.11], [1.18, -0.53, -0.40], [-3.32, 2.73, -4.08], [3.57, -1.97, 4.10], [-1.02, 0.03, -0.10], [0.00, -0.32, -0.30], [0.17, 0.06, 0.01], [0.46, -0.47, 0.52], [0.25, -0.23, 0.32], [-0.10, 0.16, -0.46], [4.42, 2.12, 3.55], [-4.99, -1.50, -3.99], [0.76, -0.42, 0.92], [-0.36, 0.60, -0.68], [0.25, 0.65, 0.03], [0.27, -0.33, 0.35], [0.30, 0.35, -0.10], [-0.79, -1.47, -0.05], [3.03, 0.20, -6.27], [-1.46, 1.02, 0.86], [-1.83, 0.18, 2.95], [-0.51, -0.59, 1.70], [0.23, 0.01, 0.20], [0.01, 0.64, -0.92], [-0.18, 0.20, 0.84], [0.67, -1.39, 0.75], [3.28, -4.44, 3.52], [-0.99, 1.33, -1.68], [-2.88, 3.65, 0.09], [0.53, -0.25, -1.69], [0.29, -0.50, -0.32], [-0.01, 0.25, 0.32], [-0.03, 0.00, 0.34], [0.08, -0.13, -0.42], [0.76, 1.35, 0.64], [0.27, -0.31, -1.61], [-1.43, -0.14, -0.04], [-0.28, -0.42, -0.06], [0.12, 0.19, -0.33], [0.28, -0.52, 0.97], [0.35, 0.12, 0.00], [0.10, 0.09, 0.18], [-0.29, -0.22, -0.03], [0.22, -0.58, -0.24], [-2.32, 0.99, -0.01], [3.19, -0.51, 1.08], [-0.16, -0.54, -0.23], [0.04, 0.12, -0.04], [0.30, -0.48, 0.44], [-0.49, 0.55, -0.69], [-0.95, 0.37, -0.36], [0.17, 0.04, 0.02], [0.21, 0.61, 0.27], [-0.65, -1.25, -0.94], [0.21, 0.41, 0.48], [1.19, -0.80, -0.13], [-0.02, 0.55, 0.21], [-0.40, 0.58, -0.21], [-0.08, 0.14, 0.44], [-0.42, -0.18, -0.35], [0.00, -0.16, 0.21], [0.27, 0.00, -0.40], [-0.88, -0.98, -0.42], [1.13, 1.38, -0.21], [0.62, 0.04, -0.08], [-0.23, -0.33, 0.09], [-0.29, 0.04, 0.54], [-0.24, -0.01, 1.13], [-0.34, -0.27, -0.22], [0.05, 0.20, -0.44], [0.51, -1.78, 0.93], [-0.43, 2.73, -0.43], [-0.29, -0.71, -0.02], [0.69, 0.39, 0.38], [-0.53, -0.05, -0.33], [-0.69, -0.20, -0.38], [-0.21, -0.80, -0.42], [-0.58, 0.27, 0.58], [1.46, 0.03, -0.47], [-1.81, 0.12, 2.01], [-0.49, -1.32, -1.04], [0.75, 0.71, 0.45], [0.48, 0.19, 0.02], [0.26, 0.13, -0.58], [0.95, 0.08, -0.91], [-0.54, 0.10, -0.01], [0.60, -0.01, 0.51], [-0.07, -0.06, -0.08], [1.27, 0.06, 0.77], [-1.38, 0.37, 1.22], [0.86, -0.09, -0.48], [-0.59, -0.34, -0.02], [0.36, 0.26, -0.20], [0.02, -0.39, -0.32], [0.25, -0.67, -1.01], [-0.59, 0.58, 0.08], [-0.08, 0.32, -0.24]], "lowdin_charge": [-0.04, -0.46, -0.04, -0.08, -0.16, -0.12, -0.39, -0.02, -0.05, -0.10, -0.03, 0.08, 0.07, 0.05, 0.07, 0.06, 0.08, 0.10, 0.09, 0.09, 0.10, 0.08, 0.11, 0.04, 0.06, 0.07, 0.07, 0.08, 0.08, 0.04, 0.18, -0.75, 0.15, 0.01, 0.11, 0.13, 0.09, 0.09, 0.19, -0.75, 0.20, 0.01, 0.12, 0.14, 0.09, 0.04, 0.17, -0.72, 0.18, 0.02, 0.14, 0.11, 0.11, 0.10, 0.18, -0.79, 0.18, 0.03, 0.12, 0.13, 0.08, 0.12, -0.08, -0.34, -0.07, 0.05, 0.06, 0.07, 0.10, 0.11, 0.08, -0.06, -0.36, -0.07, 0.06, 0.07, 0.07, 0.09, 0.11, 0.09, -0.08, -0.31, -0.08, 0.07, 0.06, 0.06, 0.09, 0.11, 0.08, -0.09, -0.27, -0.10, 0.07, 0.04, 0.08, 0.10, 0.10, 0.07, -0.07, -0.34, -0.08, 0.08, 0.04, 0.07, 0.10, 0.09, 0.02, -0.08, -0.29, -0.09, 0.06, 0.06, 0.07, 0.11, 0.07, 0.07, -0.06, -0.34, -0.08, 0.08, 0.05, 0.07, 0.10, 0.10, 0.04]}